# C40H52BLuN10S2

A molecular structure, C40H52BLuN10S2 in a non-equilibrium geometry (ωB97M-V with the def2-TZVPD basis set, OMol25).

The geometry in XYZ format:
```
106
Properties=species:S:1:pos:R:3:forces:R:3:mulliken_charge:R:1
Lu 10.8346 11.3342 10.4225 -0.4056 0.1960 -0.2090 2.33
C 13.9370 12.0336 9.3817 -0.2106 0.7109 -0.3434 -0.45
N 12.9090 11.1928 8.8109 -0.4663 -0.7861 -0.3730 1.32
C 12.6140 11.6804 7.4577 -0.2909 0.8223 0.1744 -1.49
C 11.6515 12.8720 7.4163 0.7285 -0.1700 -1.5608 0.70
C 11.8313 13.8321 6.4150 -0.1406 0.0485 0.4033 -1.10
C 10.8453 14.7912 6.2032 0.7649 -0.0673 -0.3041 -0.80
C 9.7069 14.6898 6.9414 -1.7109 -0.0297 0.6667 -1.26
C 9.5745 13.6727 7.9117 0.3266 0.8356 -0.6685 -0.28
N 10.5551 12.8066 8.1552 -0.4349 -0.0043 0.5032 0.72
C 13.4707 9.8274 8.6728 -0.3364 0.5248 0.3571 -2.18
C 13.7413 9.1417 9.9796 -0.2763 0.2068 -1.4283 0.90
C 14.7419 8.1565 9.9713 -0.1658 1.5786 -0.3999 -1.22
C 14.8487 7.4213 11.0900 0.7201 -0.6668 1.4345 -0.65
C 14.0507 7.6799 12.1902 -0.9519 0.0515 0.7842 -1.17
C 13.0625 8.6442 12.0738 -0.2128 -0.0505 -0.5975 -0.14
N 12.8639 9.3831 10.9458 0.6170 -0.7942 0.8929 1.20
C 13.4123 13.4238 9.6420 0.2299 -0.7637 -0.2635 0.97
C 14.1428 14.5396 9.3461 -0.8327 0.9407 -0.3007 -0.33
C 13.5636 15.7812 9.5776 0.6543 0.7818 -0.0117 -1.18
C 12.3150 15.8565 10.1749 0.1099 -0.1301 0.1005 -0.90
C 11.6810 14.6704 10.4934 0.7211 -0.0565 -0.9074 0.26
N 12.2129 13.4678 10.1996 -0.7774 0.4307 1.0963 1.55
H 14.8124 11.9775 8.7009 0.0156 0.4429 0.6750 0.20
H 14.1214 11.7011 10.3776 0.6592 -0.7200 0.6448 -1.63
H 12.0759 10.9150 6.9029 0.1628 -0.3204 0.0412 0.57
H 13.5737 11.9363 6.9531 -0.5265 -0.1248 0.0287 0.35
H 12.7189 13.8353 5.8077 0.2927 -0.0806 -0.0268 0.52
H 10.9546 15.5997 5.4757 0.0807 -0.3953 0.1397 0.40
H 8.8738 15.3842 6.7331 0.4533 -0.4858 0.4092 0.42
H 8.6733 13.5781 8.5095 0.1347 -0.1617 -0.1316 0.63
H 14.3566 9.8735 8.0559 0.6240 0.0016 -0.2079 0.55
H 12.7671 9.1843 8.1590 -0.3941 0.0992 -0.2510 0.71
H 15.5144 8.0996 9.1978 -0.7030 -0.0580 -0.0143 0.43
H 15.6306 6.7057 11.1430 0.5175 -0.7279 0.2037 0.44
H 14.1057 7.1513 13.1615 0.1886 0.1958 -0.9131 0.45
H 12.3577 8.7418 12.8835 -0.1187 0.4736 0.0848 0.05
H 15.0383 14.4253 8.7899 0.8590 0.0817 -0.1637 0.64
H 14.1100 16.6974 9.2981 -0.3614 -0.5237 0.1346 0.38
H 11.7978 16.7856 10.4051 0.3095 -0.0839 -0.1515 0.58
H 10.6939 14.7239 10.8996 0.0197 -0.3180 0.1033 -0.76
C 6.7414 14.2698 11.6111 0.1868 0.0808 0.6653 -1.68
C 8.1991 14.5795 11.2282 -0.1152 -2.1705 -1.3593 3.64
C 8.2967 16.0195 10.8040 1.2435 0.5640 0.4137 -1.48
C 9.2060 14.1976 12.2754 0.1640 -0.4026 0.0228 -0.32
C 9.4904 14.9670 13.3842 0.0778 0.3647 0.3424 -1.96
C 10.4848 14.3086 14.0395 -0.1516 0.7020 0.3052 -0.64
N 10.8297 13.2278 13.3644 -0.6556 -0.6665 -0.6559 0.49
N 10.0382 13.1294 12.2617 -0.5488 -0.1004 -0.7804 0.36
B 11.5488 12.0480 14.0614 0.0317 0.2327 0.0000 -0.37
N 10.8592 10.7133 13.6884 0.1992 -0.2811 1.0871 0.32
C 10.4713 9.8605 14.6574 -0.0777 1.2178 1.0330 -0.69
C 9.6175 8.9168 14.1695 -0.4624 -0.0773 -1.0208 -1.29
C 9.5067 9.2748 12.7986 -0.3048 -0.6181 -0.4528 -0.32
N 10.3019 10.3453 12.5384 -1.0341 -1.1677 -1.1844 0.48
C 8.5798 8.5309 11.8020 -0.2551 0.0222 0.3542 2.62
C 8.9898 7.0333 11.6880 0.4356 1.6440 -0.3886 -1.60
C 7.0498 8.7093 12.1564 0.9922 -0.2577 0.5771 -1.45
N 13.0548 12.0749 13.9122 1.2293 0.3801 1.0355 -0.04
C 13.9127 12.4406 14.9307 0.0208 -0.5896 -1.6100 -0.65
C 15.2087 12.2844 14.4710 -2.1075 -0.5114 -1.2036 -1.59
C 15.0342 11.7934 13.1482 0.2677 0.7827 -0.0689 -0.18
N 13.7485 11.7142 12.8302 0.0956 -0.2918 -0.2945 0.72
C 16.0902 11.5092 12.1088 -0.7193 -0.0398 0.4314 2.65
C 16.6636 12.7308 11.4680 0.3589 2.3252 -0.9093 -1.39
C 17.1718 10.6296 12.6257 0.9404 -0.6388 -0.4622 -1.94
H 6.0908 14.6290 10.8259 -0.1765 -0.0080 -0.4166 0.49
H 6.5670 13.1879 11.7202 0.0954 0.4917 0.2317 0.22
H 6.4498 14.8566 12.5053 0.1544 -0.5493 -0.1455 0.37
H 8.4162 13.8567 10.3628 -0.3080 1.3436 1.0164 -1.97
H 8.1245 16.7121 11.6194 -0.0929 0.0129 0.5383 0.29
H 9.3015 16.2825 10.4412 -0.2939 -0.0753 -0.2188 0.16
H 7.5560 16.2893 10.0877 -0.4566 -0.0424 -0.8939 0.50
H 9.0661 15.8862 13.6943 -0.4642 0.5542 0.1269 0.55
H 10.8831 14.5518 14.9837 0.6346 0.0343 0.7955 0.66
H 11.4256 12.2748 15.2313 -0.3320 -0.3138 0.1950 -0.29
H 10.6438 10.2357 15.6495 0.3219 -0.6227 0.3658 0.50
H 9.0512 8.1303 14.6802 0.4685 0.5258 -0.2073 0.50
H 8.7043 8.9184 10.7944 0.1196 0.3817 0.1104 -1.42
H 9.0391 6.5844 12.6601 0.3235 -0.3728 0.5648 0.36
H 8.2313 6.5042 11.1282 0.0063 -0.1824 -0.4270 0.46
H 9.9759 7.0633 11.1642 -0.7062 -0.6216 0.4200 0.27
H 6.7708 8.1359 13.0778 0.1518 0.1336 -0.8769 0.37
H 6.8441 9.7490 12.3992 0.0111 0.1785 -0.1983 0.24
H 6.4395 8.4299 11.2814 0.1922 -0.0897 0.4877 0.36
H 13.5198 12.7731 15.8572 -0.1826 0.1490 0.5937 0.57
H 16.1033 12.4994 14.9484 1.3603 0.2758 0.8716 0.64
H 15.6065 10.9012 11.3671 -0.4457 -0.1878 -0.5977 -0.65
H 17.1131 13.4488 12.1983 -0.4364 -0.6214 -0.2299 0.37
H 17.5011 12.4994 10.7835 -0.4018 -0.1626 0.1556 0.34
H 15.9257 13.3545 10.8732 0.6622 -0.8423 0.7583 0.20
H 17.7986 11.0874 13.3773 0.4108 0.2708 0.0183 0.33
H 16.7408 9.7744 13.0717 -0.5731 -1.0450 0.7222 0.48
H 17.7479 10.2163 11.7768 0.2048 0.4958 0.4346 0.42
C 6.2725 10.5925 8.4536 0.1430 -0.6453 -0.1393 -1.51
C 7.7946 10.4061 8.7205 -0.9369 0.0018 -0.0282 -0.04
S 8.2044 11.5297 10.0368 0.5567 -0.5379 -0.0650 -0.10
C 8.6545 9.5245 8.1507 -0.6273 0.4495 0.4120 1.12
C 8.2961 8.5291 7.0793 -0.3964 0.8489 -1.8279 -1.63
S 10.3409 9.4688 8.6348 0.1970 -0.3222 0.1894 -0.43
H 5.8463 9.9869 7.6240 0.5212 0.4414 0.2344 0.39
H 6.0710 11.6757 8.2842 0.0289 -0.8176 0.0900 0.25
H 5.6906 10.2598 9.3476 0.5142 0.4524 -0.4435 0.21
H 7.3863 8.8660 6.5214 0.6138 -0.2227 0.4247 0.40
H 8.0889 7.5217 7.3910 -0.0074 -0.4554 0.6600 0.28
H 9.1028 8.4258 6.3040 -0.5381 0.2897 0.7710 0.29
```
Positions in Å, forces in eV/Å.

The multiplicity is 1. Its LUMO energy is 0.090 eV. For the HOMO-LUMO gap, the calculation gives 6.1 eV. The value obtained for the largest force on an atom is 2.6 eV Å⁻¹. The value obtained for the energy is -4159.952622 a.u.